1.
The following is a quantum chemistry calculation of C4H4NP in the gas phase at a distorted geometry, from the OMol25 dataset.

The calculation puts the strongest force on any atom at 6.04 eV Å⁻¹. The total energy comes out at -550.6935 Eh.

Each line ends with the Mulliken charge.
Positions of all 10 atoms, in Å:
C (0.2435, 1.2000, -1.7441)  -0.457
C (0.5929, 0.3443, -0.7561)  -0.358
C (-0.0058, -0.1784, 0.2450)  1.157
C (1.5901, 0.5624, -1.7940)  -0.576
N (-0.7652, -0.6969, 1.0508)  -0.272
P (-1.3841, -0.8052, 2.6195)  -0.109
H (1.6363, -0.1704, -2.5777)  0.203
H (2.6090, 0.9172, -1.4527)  0.219
H (-2.5158, -1.6086, 1.9958)  0.105
H (-2.0009, 0.4356, 2.4136)  0.089



2.
The following is a quantum chemistry calculation of C4H4NP in the gas phase at a distorted geometry, from the OMol25 dataset.

The calculation puts the strongest force on any atom at 4.12 eV Å⁻¹. The SMILES is PN=c1c2c1C2. The total energy comes out at -550.6832 Eh.

Each line ends with the Mulliken charge.
Positions of all 10 atoms, in Å:
P (-2.8803, -0.3842, -0.1453)  -0.117
N (-1.3903, 0.4090, -0.1106)  -0.339
C (-0.1445, 0.2410, -0.1236)  0.970
C (1.2753, -0.9648, -0.3511)  -0.333
C (1.1295, 0.5005, -0.0357)  -0.472
C (2.5009, -0.0868, -0.1005)  -0.246
H (-3.6661, 0.8084, -0.2783)  0.069
H (-3.0755, -0.4787, 1.2789)  0.055
H (3.1731, -0.1699, 0.7912)  0.204
H (3.0779, 0.1253, -0.9250)  0.208



3.
The following is a quantum chemistry calculation of C4H4O in the gas phase, from the OMol25 dataset.

The calculation puts the strongest force on any atom at 0.63 eV Å⁻¹. The SMILES is C=C=C1CO1. The total energy comes out at -229.8677 Eh.

Each line ends with the Mulliken charge.
Positions of all 9 atoms, in Å:
C (1.5669, 0.4748, -0.5246)  -0.404
C (1.2127, -0.6349, 0.1404)  -0.431
C (-0.1113, -0.7728, 0.2955)  0.543
C (-1.3666, -0.0874, 0.3839)  -0.254
O (-1.1263, -1.5611, 0.5850)  -0.381
H (0.8186, 0.9963, -1.1276)  0.194
H (2.5364, 0.9590, -0.4712)  0.253
H (-1.6169, 0.5067, 1.2542)  0.233
H (-1.9136, 0.1195, -0.5356)  0.247



4.
The following is a quantum chemistry calculation of C4H4O in the gas phase at a distorted geometry, from the OMol25 dataset.

The calculation puts the strongest force on any atom at 4.76 eV Å⁻¹. The total energy comes out at -229.8740 Eh.

Each line ends with the Mulliken charge.
Positions of all 9 atoms, in Å:
C (-1.5826, -0.2299, -0.1439)  0.473
C (0.8740, -0.1296, 0.6155)  -0.298
C (0.4282, 1.0830, -0.1195)  -0.679
C (-0.1935, -0.3463, -0.3766)  -0.090
O (-2.6735, -0.0149, 0.1375)  -0.234
H (1.8055, -0.6983, 0.4181)  0.257
H (0.5744, -0.2998, 1.6710)  0.167
H (0.9614, 1.6649, -0.9053)  0.123
H (-0.1938, -1.0291, -1.2969)  0.281



5.
The following is a quantum chemistry calculation of a 2-piece molecular cluster, C4H4O overall at a distorted geometry, from the OMol25 dataset.

The calculation puts the strongest force on any atom at 2.66 eV Å⁻¹. The total energy comes out at -229.7044 Eh.

Each line ends with the Mulliken charge.
Positions of all 9 atoms, in Å:
C (-1.2341, -0.8318, -0.2149)  -0.191
C (-2.0940, 0.2664, -0.0975)  -0.002
C (-0.4488, 0.1533, 0.3811)  -0.154
C (2.1101, 0.4859, -0.1391)  -0.417
O (-1.1544, 1.2586, -0.0871)  -0.212
H (-1.3539, -1.8893, -0.1413)  0.307
H (-3.0612, 0.4232, 0.3551)  0.250
H (2.3321, 1.4913, 0.2441)  0.208
H (2.6225, -0.2319, 0.5220)  0.212



6.
The following is a quantum chemistry calculation of C4H4O in the gas phase at a distorted geometry, from the OMol25 dataset.

The calculation puts the strongest force on any atom at 6.30 eV Å⁻¹. The total energy comes out at -229.8252 Eh.

Each line ends with the Mulliken charge.
Positions of all 9 atoms, in Å:
C (2.0912, 1.3565, -0.8651)  -0.195
C (1.1221, 0.6868, -0.2926)  -0.059
C (0.7465, -0.5399, 0.5059)  -0.254
C (-0.3182, 0.3406, 0.1212)  -0.124
O (-1.1468, 0.1964, -1.2850)  -0.507
H (0.8765, -1.4850, -0.1141)  0.191
H (1.0830, -0.6318, 1.4806)  0.273
H (-0.7368, 0.9060, 0.8423)  0.342
H (-0.4353, 0.3090, -1.8990)  0.334



7.
The following is a quantum chemistry calculation of C4H4O in the gas phase, from the OMol25 dataset.

The calculation puts the strongest force on any atom at 0.54 eV Å⁻¹. The SMILES is C#CCC=O. The total energy comes out at -229.9716 Eh.

Each line ends with the Mulliken charge.
Positions of all 9 atoms, in Å:
C (0.7566, -1.9311, 0.5302)  0.127
C (0.1089, -0.9230, 0.4159)  -0.475
C (-0.6221, 0.3404, 0.2757)  -0.466
C (0.0653, 1.2198, -0.7627)  0.038
O (0.7269, 2.1852, -0.4819)  -0.440
H (1.3344, -2.8215, 0.6525)  0.390
H (-1.6549, 0.1481, -0.0421)  0.250
H (-0.6408, 0.8797, 1.2279)  0.250
H (-0.0741, 0.9023, -1.8155)  0.326



8.
The following is a quantum chemistry calculation of C4H4O in the gas phase at a distorted geometry, from the OMol25 dataset.

The calculation puts the strongest force on any atom at 2.26 eV Å⁻¹. The SMILES is c1ccoc1. The total energy comes out at -229.9409 Eh.

Each line ends with the Mulliken charge.
Positions of all 9 atoms, in Å:
C (0.6456, 0.9202, -0.2825)  -0.424
C (-0.7818, 0.7751, 0.0114)  -0.301
C (-1.0312, -0.5438, 0.1298)  -0.249
O (0.1038, -1.2903, -0.0628)  -0.312
C (1.0592, -0.3901, -0.3319)  -0.060
H (1.3748, 0.8579, 0.5935)  0.135
H (-1.5286, 1.5603, 0.0764)  0.373
H (-1.9008, -1.1276, 0.3834)  0.413
H (2.0590, -0.7617, -0.5172)  0.425